1.
19
Properties=species:S:1:pos:R:3:forces:R:3 method="wB97M-V/def2-TZVPD" gap_ev=9.3 de_lowest_kcal_mol=107.15 largest_force_ha_per_bohr=0.03574 homo_ev=-9.55
C -0.775193 -0.492551 0.445399 1.1 0.5 -1.0
C -1.080253 0.990991 0.645630 -0.2 -0.2 0.1
C -1.167342 1.769894 -0.663770 0.0 -0.1 0.1
O -0.463662 -1.174267 1.531472 1.1 -1.0 -0.1
O -1.734365 -1.105152 -0.401240 -0.2 -0.2 0.2
H -2.015052 -1.915003 0.043299 0.1 0.1 0.0
H 0.606251 -1.734945 1.208282 -1.5 0.8 0.6
H 0.229209 -0.521172 -0.196923 -1.1 0.2 0.4
H -2.022790 1.054052 1.196010 0.0 0.1 0.0
H -0.295380 1.395219 1.286692 0.0 0.0 0.0
H -1.920837 1.337103 -1.322144 0.0 0.0 0.0
H -0.210691 1.759801 -1.191261 0.0 0.0 0.0
H -1.429210 2.812401 -0.476084 0.0 0.0 0.0
C 1.804212 -0.757035 -0.693650 0.8 -0.8 0.8
O 2.399414 0.330437 -0.120774 -0.1 -0.1 0.0
H 2.944913 0.051010 0.624811 0.0 0.0 -0.1
H 2.455858 -1.599731 -0.901438 0.1 0.1 0.0
H 1.303971 -0.459137 -1.610183 -0.3 -0.1 0.2
H 1.370947 -1.741914 0.595872 0.2 0.6 -1.2


2.
17
Properties=species:S:1:pos:R:3:forces:R:3 method="wB97M-V/def2-TZVPD" gap_ev="7.6 / 6.8" total_charge=-1 de_lowest_kcal_mol=5.85 largest_force_ha_per_bohr=0.06683 homo_ev="-4.75 / -5.02"
C 3.330010 0.441663 -0.008556 -1.9 1.6 -1.1
C -0.368030 0.003418 0.571265 0.2 -1.4 -1.0
C -0.452233 -0.119259 -0.914560 -0.7 0.7 -0.5
C 0.503426 -0.957220 -0.136896 -1.2 0.3 -0.6
C 0.516618 -2.384215 0.209616 -1.0 -0.7 -0.9
N 4.074082 -1.294205 -0.983647 -1.2 0.6 0.3
N 4.576502 0.299532 0.411635 0.8 -0.6 1.0
N 4.977115 -0.800392 -0.135293 1.8 -0.5 -0.3
N 3.003820 -0.524110 -0.929962 0.4 -0.3 0.2
F 1.195244 -2.592601 1.331727 -0.1 -0.3 0.2
F -0.839356 -2.758861 0.453484 1.4 -0.1 -0.1
F 0.979053 -3.294472 -0.713930 -0.6 1.2 0.9
S 2.397724 1.831468 0.329554 0.4 -0.4 -0.1
H 0.097617 0.832510 0.898856 1.6 2.8 1.2
H -1.189356 -0.265653 1.171851 -0.9 -0.9 0.6
H -1.441963 -0.364979 -1.240261 -0.4 -1.6 -0.2
H -0.278222 0.751446 -1.559065 1.4 -0.3 0.5


3.
13
Properties=species:S:1:pos:R:3:forces:R:3 method="wB97M-V/def2-TZVPD" gap_ev="8.7 / 7.9" de_lowest_kcal_mol=15.28 spin_multiplicity=3 largest_force_ha_per_bohr=0.10267 homo_ev="-8.39 / -9.35"
C 1.807556 -1.047409 0.287484 4.5 2.4 -1.2
C 3.577450 0.725140 -0.298788 -3.4 1.4 -2.6
N -2.322604 0.006186 0.402659 1.7 -1.6 -1.7
N 2.843210 -0.458467 0.084469 -1.6 0.3 0.6
S 0.716031 -2.097941 0.417633 -2.6 -1.8 0.5
S -5.185744 -0.714396 -0.402938 -0.6 -0.3 0.2
S -2.010989 1.447776 0.798008 0.1 1.1 0.5
H 4.449014 0.757063 0.224508 3.1 -0.5 0.6
H 3.607103 0.782661 -1.488146 0.5 -0.2 2.7
H 3.160771 1.729190 0.062428 -0.5 -1.5 -0.6
H -1.678534 -0.482788 -0.308783 -1.3 0.6 1.4
H -4.227644 0.158948 -0.633004 0.2 0.4 -0.4
H -4.735615 -0.805966 0.854475 -0.2 -0.2 0.0


4.
72
Properties=species:S:1:pos:R:3:forces:R:3 method="wB97M-V/def2-TZVPD" gap_ev="5.7 / 6.1" total_charge=+2 de_lowest_kcal_mol=0.00 spin_multiplicity=2 largest_force_ha_per_bohr=0.10909 homo_ev="-14.46 / -14.46"
Re -0.178148 0.799185 0.404153 4.5 -3.3 0.7
O -2.679195 0.768868 1.933091 -0.1 0.1 0.4
Cl -2.259825 0.157828 0.705812 -2.6 0.0 0.3
O -3.055066 0.608456 -0.399195 -0.2 0.0 -0.4
O -2.273573 -1.264769 0.799948 0.1 -0.6 0.1
O 0.099236 -0.789619 -0.870455 -0.2 2.3 1.2
O -4.546229 5.194499 -2.726417 0.1 0.1 0.1
N -3.974749 5.756855 -1.814933 -0.1 0.1 0.1
O -4.142402 6.897827 -1.455353 0.0 -0.2 -0.1
C -3.011638 4.949671 -1.024922 0.1 0.1 0.3
C -2.844213 5.308604 0.267698 -0.2 0.1 -0.2
C -1.991886 4.562210 1.132690 0.2 -0.3 0.0
C -1.765240 4.869045 2.485756 0.1 0.0 0.0
C -0.929786 4.062041 3.220903 -0.1 0.1 -0.1
C -0.368275 2.930607 2.632163 0.1 -0.2 0.1
N -0.582278 2.607546 1.363482 -0.3 0.4 -0.1
C -1.356399 3.434547 0.609846 -0.1 0.2 0.1
C -1.482897 3.101763 -0.763655 -0.3 0.2 -0.2
N -0.766137 2.018445 -1.181809 -0.1 0.3 -0.1
C -0.799239 1.687416 -2.468157 0.1 -0.2 -0.1
C -1.576175 2.385504 -3.385605 -0.1 0.2 0.1
C -2.352339 3.442530 -2.970228 0.1 -0.1 0.0
C -2.308780 3.842365 -1.616220 0.1 -0.1 -0.1
H -3.383277 6.167735 0.644638 0.0 0.0 0.0
H -2.235162 5.734590 2.934732 0.0 0.0 0.0
H -0.713060 4.278101 4.256682 0.0 0.0 0.0
H 0.250441 2.263189 3.217155 0.0 0.0 0.0
H -0.203391 0.835031 -2.767477 -0.1 0.0 0.0
H -1.572032 2.076403 -4.420395 0.0 0.0 0.0
H -2.993256 3.959888 -3.665407 0.0 0.0 0.0
O 1.954133 1.009469 0.944186 -1.2 0.4 -0.4
N 2.313848 0.509314 2.049228 0.2 -0.1 0.0
N 1.393828 -0.102382 2.670211 0.1 0.0 -0.2
O 0.178276 -0.190404 2.130576 -0.2 1.3 -1.3
C 1.597205 -0.659798 3.972531 0.0 -0.4 0.8
C 0.481650 -1.053442 4.705680 0.0 0.2 -0.4
C 0.669782 -1.572040 5.974311 0.1 0.0 0.1
C 1.950691 -1.699887 6.493402 0.0 0.0 0.0
C 3.054263 -1.298840 5.749237 -0.1 0.0 0.1
C 2.887572 -0.768916 4.484511 0.0 0.1 -0.4
H -0.508346 -0.938620 4.286591 0.0 -0.1 0.1
H -0.188949 -1.868885 6.559918 0.0 0.0 0.0
H 2.090544 -2.110424 7.484040 0.0 0.0 0.0
H 4.050045 -1.403285 6.156346 0.0 0.0 0.0
H 3.731000 -0.435719 3.896821 0.1 -0.1 0.0
C 0.202366 -3.306536 0.301142 0.0 0.4 -0.2
P 0.510665 -2.254550 -1.126486 0.3 -1.1 -0.7
C -0.391740 -2.861789 -2.552083 0.2 0.1 0.4
C -1.575564 -3.579088 -2.392582 0.0 0.0 0.0
C -2.235189 -4.056619 -3.514404 -0.1 0.0 0.1
C -1.717777 -3.822865 -4.780602 0.0 0.0 0.0
C -0.542441 -3.098172 -4.938167 0.0 0.1 0.0
C 0.122065 -2.612536 -3.824343 0.0 0.0 -0.1
C 2.265337 -2.314279 -1.522615 -0.5 0.2 0.1
C 3.038825 -1.158109 -1.512208 0.0 -0.1 0.0
C 4.381261 -1.235986 -1.854309 0.0 0.1 0.0
C 4.937622 -2.454309 -2.213680 0.0 0.0 0.0
C 4.160122 -3.605707 -2.232913 0.0 0.0 0.0
C 2.820520 -3.539339 -1.888589 0.0 -0.1 0.1
H 0.334952 -4.348879 0.011694 0.0 0.0 0.0
H -0.809068 -3.135973 0.661511 -0.1 -0.1 0.1
H 0.920653 -3.066042 1.085023 0.0 0.0 0.0
H -1.983924 -3.758625 -1.405463 0.0 0.0 0.0
H -3.155221 -4.613758 -3.399755 0.0 0.0 0.0
H -2.229985 -4.209952 -5.651208 0.0 0.0 0.0
H -0.138939 -2.921489 -5.925974 0.0 0.0 0.0
H 1.048892 -2.063204 -3.941237 0.0 0.0 0.0
H 2.597251 -0.207132 -1.251275 0.0 0.1 0.0
H 4.989788 -0.341366 -1.848441 0.0 0.0 0.0
H 5.982534 -2.509846 -2.488007 0.0 0.0 0.0
H 4.597983 -4.552400 -2.518631 0.0 0.0 0.0
H 2.208475 -4.433976 -1.912538 0.0 0.0 0.0